Entry a
{"formula": "C5H10FN", "method": "ωB97M-V with the def2-TZVPD basis set", "charge": 0, "e_homo_ev": -9.60, "smiles": "NC[C@@H](F)C1CC1", "molar_mass_g_mol": 103.1, "homo_lumo_gap_ev": 10.61, "elements": ["C", "C", "C", "C", "C", "H", "H", "H", "H", "H", "H", "H", "H", "H", "H", "N", "F"], "coordinates": [[-1.01128, 0.62119, 0.98144], [0.32784, -0.01852, 1.21224], [1.22290, -0.29921, -0.00173], [0.79478, -1.06972, -1.23836], [0.96152, 0.39657, -1.28985], [-1.74897, -0.16887, -0.71480], [-2.88512, 0.20518, 0.36552], [-0.81312, 1.60075, 0.53726], [-1.41887, 0.88027, 1.96522], [0.88083, 0.74037, 1.79580], [2.26584, -0.28124, 0.35619], [1.55079, -1.68534, -1.77563], [-0.19889, -1.43688, -1.14134], [1.82123, 0.75833, -1.86663], [0.11215, 1.06523, -1.40925], [-1.97130, -0.19900, 0.25236], [0.10967, -1.10911, 1.97156]]}

=====

Entry b
{"formula": "C5H10FN", "method": "ωB97M-V with the def2-TZVPD basis set", "charge": 0, "e_homo_ev": -9.16, "molar_mass_g_mol": 103.1, "homo_lumo_gap_ev": 10.21, "elements": ["C", "C", "C", "C", "C", "N", "F", "H", "H", "H", "H", "H", "H", "H", "H", "H", "H"], "coordinates": [[-0.84229, -0.30791, -0.03269], [1.56567, 1.15377, -0.50887], [1.89266, -1.24743, 0.28123], [-3.15745, 0.34404, -0.02660], [1.09851, 0.01686, 0.44268], [-1.74157, 0.47223, 0.26342], [-0.96517, -1.48991, -0.61421], [2.64208, 1.45014, -0.18930], [0.95016, 2.05817, -0.16741], [1.74807, 0.97091, -1.54906], [2.77911, -1.17490, 0.91564], [2.29641, -1.39218, -0.69952], [1.29867, -2.03204, 0.60247], [-3.60911, -0.59576, 0.35514], [-3.16939, 0.30905, -1.07395], [-3.73391, 1.08281, 0.58122], [0.94756, 0.38214, 1.41981]]}

=====

Unit: kJ/mol. Relative energies: entry a 0.0; entry b 134.7.

=====

Entry a
{"formula": "C8H16O4", "method": "ωB97M-V with the def2-TZVPD basis set", "charge": 0, "e_homo_ev": -10.35, "smiles": "CCOC(C)=O.CCOC(C)=O", "molar_mass_g_mol": 176.2, "homo_lumo_gap_ev": 11.03, "elements": ["O", "O", "C", "C", "C", "C", "H", "H", "H", "H", "H", "H", "H", "H", "O", "O", "C", "C", "C", "C", "H", "H", "H", "H", "H", "H", "H", "H"], "coordinates": [[-1.89599, -3.53975, 1.50698], [-0.73520, -2.11212, 2.91113], [-1.23104, -3.28473, 2.49864], [-0.71496, -4.43447, 3.32698], [0.03579, -0.48157, 1.28956], [-1.13792, -0.93473, 2.26972], [-1.57176, -4.99122, 3.74234], [-0.15703, -3.97464, 4.15997], [-0.05050, -5.14642, 2.80908], [0.97172, -0.36090, 1.86060], [-0.23659, 0.49294, 0.85052], [0.21323, -1.19905, 0.47081], [-1.25139, -0.09679, 2.98416], [-2.11467, -1.08679, 1.77144], [-0.39765, 4.12048, -2.65033], [0.80679, 2.19748, -2.63399], [-0.23702, 2.95233, -3.01032], [-1.08927, 2.29071, -4.06656], [2.32998, 1.29085, -0.84491], [1.59294, 2.55808, -1.49507], [-0.62864, 2.37717, -5.06504], [-2.08285, 2.76884, -4.09489], [-1.22012, 1.22116, -3.83090], [2.73785, 1.56669, 0.14209], [3.16672, 1.00297, -1.50339], [1.66497, 0.41980, -0.71983], [0.86619, 3.10219, -0.86165], [2.36648, 3.28149, -1.81717]]}

=====

Entry b
{"formula": "C8H16O4", "method": "ωB97M-V with the def2-TZVPD basis set", "charge": 0, "e_homo_ev": -9.75, "smiles": "C1COCOC1.C1COCOC1", "molar_mass_g_mol": 176.2, "homo_lumo_gap_ev": 10.54, "elements": ["O", "O", "C", "C", "C", "C", "H", "H", "H", "H", "H", "H", "H", "H", "O", "O", "C", "C", "C", "C", "H", "H", "H", "H", "H", "H", "H", "H"], "coordinates": [[0.87660, 0.41253, -1.43709], [0.38400, -0.51647, -3.42029], [-0.06822, 0.26295, -2.41134], [1.49016, -0.82273, -0.94738], [0.64967, -1.85016, -3.04409], [1.85660, -1.78612, -2.12336], [-0.98745, -0.15781, -1.96031], [-0.34185, 1.21354, -2.90830], [2.37822, -0.63330, -0.31420], [0.69794, -1.24362, -0.29877], [-0.22949, -2.30438, -2.54791], [0.89428, -2.46943, -3.92847], [2.78257, -1.37922, -2.57334], [2.09633, -2.78133, -1.70201], [-1.46714, 2.34876, 1.48013], [-0.26276, 1.60543, 3.41190], [-0.35747, 2.50392, 2.35394], [-1.62700, 0.97504, 1.03190], [-0.27892, 0.22719, 3.00411], [-1.49979, -0.00781, 2.17056], [0.56516, 2.56416, 1.74518], [-0.48143, 3.47326, 2.87401], [-2.65896, 0.95080, 0.63199], [-0.93573, 0.76861, 0.19226], [0.59300, 0.05669, 2.34370], [-0.18055, -0.45126, 3.87330], [-2.39160, 0.04058, 2.82461], [-1.49616, -0.99982, 1.67927]]}

=====

Unit: kJ/mol. Relative energies: entry a 0.0; entry b 179.4.

=====

Entry a
{"formula": "C6H17NO3", "method": "ωB97M-V with the def2-TZVPD basis set", "charge": 0, "e_homo_ev": -9.24, "molar_mass_g_mol": 151.2, "homo_lumo_gap_ev": 9.14, "elements": ["C", "C", "C", "N", "O", "O", "H", "H", "H", "H", "H", "H", "H", "H", "H", "C", "C", "C", "O", "H", "H", "H", "H", "H", "H", "H", "H"], "coordinates": [[-1.11259, 0.70871, -1.07058], [1.28068, 1.37311, -1.09908], [-1.74693, 1.91536, -1.74757], [-0.67381, -0.27299, -2.03308], [0.10088, 1.16864, -0.33422], [-1.96186, 0.23951, -0.10036], [-1.49361, -0.58014, 0.26882], [-0.39964, -1.11265, -1.52368], [-1.43842, -0.50141, -2.65581], [1.98157, 1.90581, -0.45425], [1.06837, 1.98330, -1.97816], [1.71725, 0.43109, -1.43349], [-1.97014, 2.66505, -0.99142], [-2.68102, 1.60531, -2.21552], [-1.08951, 2.33518, -2.50670], [0.60879, 0.10950, 1.68109], [-0.32647, -2.61926, 1.44106], [1.99798, -0.40156, 1.72915], [-0.23491, -1.49585, 0.63581], [-0.14292, -0.29153, 2.34466], [0.50819, 1.18488, 1.73507], [-1.25350, -3.17775, 1.24598], [-0.34605, -2.35709, 2.52329], [0.52697, -3.30400, 1.31491], [2.52041, 0.11425, 2.54517], [2.03484, -1.47631, 1.87090], [2.52546, -0.14914, 0.80801]]}

=====

Entry b
{"formula": "C6H17NO3", "method": "ωB97M-V with the def2-TZVPD basis set", "charge": 0, "e_homo_ev": -9.49, "smiles": "C=NC(=C)CCC.O.O.O", "molar_mass_g_mol": 151.2, "homo_lumo_gap_ev": 9.88, "elements": ["C", "C", "C", "C", "C", "C", "N", "H", "H", "H", "H", "H", "H", "H", "H", "H", "H", "H", "H", "H", "O", "H", "H", "O", "H", "H", "O"], "coordinates": [[-1.43267, 0.96668, -2.40741], [-1.35019, 0.08183, -1.16672], [-0.46992, 0.72523, -0.04754], [0.94055, 0.27119, -0.14059], [1.92258, 0.95160, -0.71752], [2.32420, -1.10897, 1.11697], [1.21379, -0.96542, 0.52844], [-1.35911, 2.02073, -2.17612], [-0.72056, 0.70747, -3.18782], [-2.42085, 0.86281, -2.86835], [-2.32641, -0.07401, -0.69650], [-1.04197, -0.93406, -1.36473], [-0.44591, 1.80763, 0.00420], [-0.96515, 0.45516, 0.88368], [2.93348, 0.58014, -0.81575], [1.73104, 1.88176, -1.24185], [2.59296, -2.10375, 1.46668], [3.00917, -0.27740, 1.29332], [-0.67980, -0.56503, 3.12548], [0.49239, -1.39260, 2.68905], [0.28214, -0.59521, 3.19002], [0.85345, -3.04034, -2.13574], [0.59722, -2.83976, -0.74501], [0.27541, -3.42449, -1.45968], [-2.48748, 1.72665, 1.76682], [-1.42436, 1.87900, 2.81541], [-2.04400, 2.40314, 2.29127]]}

=====

Unit: kJ/mol. Relative energies: entry a 200.5; entry b 0.0.

=====

Entry a
{"formula": "C3H6NO2S", "method": "ωB97M-V with the def2-TZVPD basis set", "charge": 1, "e_homo_ev": -15.85, "molar_mass_g_mol": 120.2, "homo_lumo_gap_ev": 10.24, "elements": ["C", "C", "C", "N", "O", "O", "S", "H", "H", "H", "H", "H", "H"], "coordinates": [[3.09130, 1.56982, 0.02148], [-2.04178, -0.84330, -0.08407], [-1.20522, 0.33068, 0.15490], [2.08167, 1.08130, -0.22408], [1.18532, -1.05758, -1.23904], [1.36260, -0.98346, 1.27337], [0.88391, -0.55037, 0.02069], [4.04378, 1.96671, 0.25346], [-2.34233, -1.35311, 0.73895], [-2.98717, -0.53216, -0.32039], [-1.75381, -1.43223, -0.83784], [-1.24237, 0.83845, 1.03856], [-1.07590, 0.96527, -0.79598]]}

=====

Entry b
{"formula": "C3H6NO2S", "method": "ωB97M-V with the def2-TZVPD basis set", "charge": 1, "e_homo_ev": -15.44, "molar_mass_g_mol": 120.2, "homo_lumo_gap_ev": 9.95, "elements": ["C", "C", "C", "N", "O", "O", "S", "H", "H", "H", "H", "H", "H"], "coordinates": [[-0.91954, 1.64619, 0.08825], [1.75096, -0.70772, -0.54061], [0.82632, 0.04357, 0.39295], [0.24441, 1.15830, 0.16921], [-2.03708, 1.00847, -0.18897], [-0.61264, -1.09198, 0.39914], [-1.85670, -0.80784, -0.35758], [-1.17010, 2.65783, 0.08135], [1.37919, -0.60588, -1.47609], [1.55837, -1.70024, -0.42144], [2.67364, -0.30883, -0.23713], [0.94508, -0.19543, 1.54747], [-2.78189, -1.09642, 0.54346]]}

=====

Unit: kJ/mol. Relative energies: entry a 29.7; entry b 0.0.

=====

Entry a
{"formula": "CH2ClOP", "method": "ωB97M-V with the def2-TZVPD basis set", "charge": 0, "e_homo_ev": -9.12, "molar_mass_g_mol": 96.5, "homo_lumo_gap_ev": 8.33, "elements": ["C", "O", "P", "Cl", "H", "H"], "coordinates": [[0.79297, -0.63064, -0.43413], [0.43630, -1.69958, -0.77005], [-0.66128, 0.93502, 0.97947], [2.29485, 0.11170, -0.65895], [-1.62437, -0.06844, 1.11043], [-1.23847, 1.35195, -0.22677]]}

=====

Entry b
{"formula": "CH2ClOP", "method": "ωB97M-V with the def2-TZVPD basis set", "charge": 0, "e_homo_ev": [-8.04, -8.00], "molar_mass_g_mol": 96.5, "homo_lumo_gap_ev": [7.24, 7.19], "elements": ["C", "O", "P", "Cl", "H", "H"], "coordinates": [[-0.45995, 0.02436, 0.01499], [-3.67779, 0.64944, -0.68001], [-3.13740, 0.24945, 0.60242], [-1.50306, -1.40833, -0.08828], [0.08542, 0.03494, 1.02898], [0.03904, 0.01902, -0.85377]]}

=====

Unit: kJ/mol. Relative energies: entry a 0.0; entry b 67.5.